Below is a 6-piece molecular cluster, C61H80FN4O overall, with properties calculated with ωB97M-V/def2-TZVPD.

Summary:
Net charge = +1
Orbital gap = 6.50 eV
Multiplicity = 1
E_tot = -75270.5606 eV
Maximum force = 0.06934 hartree/bohr
HOMO energy = -10.19 eV

Each line ends with the Mulliken charge.
Element x y z (Å)
C (-1.49, 4.06, 1.49)  -0.915
C (0.06, 4.37, 1.73)  -0.228
C (0.98, 3.12, 1.32)  -0.757
C (1.99, 2.70, 2.47)  -0.627
C (1.49, 1.51, 3.40)  -0.627
C (-0.08, 1.41, 3.55)  -0.595
C (-0.79, 0.42, 2.53)  -0.017
C (-2.08, -0.28, 3.15)  -1.530
N (-1.87, -1.75, 3.20)  0.208
C (-0.81, -2.18, 3.98)  -0.472
C (-0.40, -3.57, 4.13)  -0.072
C (0.86, -3.86, 5.03)  -0.827
C (2.11, -3.42, 4.13)  0.580
C (3.14, -2.48, 4.56)  -0.618
C (4.21, -2.16, 3.57)  -0.784
C (4.23, -2.73, 2.21)  0.825
C (5.32, -2.37, 1.14)  -1.222
C (3.18, -3.71, 1.79)  -0.878
C (2.14, -4.02, 2.76)  0.079
C (-1.20, -4.60, 3.43)  0.477
C (-0.80, -6.10, 3.61)  -1.072
C (-1.48, -6.77, 4.90)  0.249
N (-0.90, -6.25, 6.18)  -0.590
N (-1.23, -8.22, 4.83)  -0.717
N (-2.94, -6.52, 4.90)  -0.449
C (-2.34, -4.14, 2.58)  0.533
C (-3.13, -5.25, 1.81)  -0.933
C (-2.29, -5.97, 0.67)  -0.736
C (-2.66, -5.55, -0.80)  -0.845
C (-2.06, -4.08, -1.04)  0.381
C (-1.51, -3.86, -2.51)  -0.540
C (0.07, -3.67, -2.61)  -0.787
C (-2.65, -2.69, 2.51)  0.939
C (-3.88, -2.19, 1.66)  -1.603
C (-3.44, -1.26, 0.47)  0.619
O (-2.29, -1.10, 0.20)  -0.346
F (-4.35, -0.57, -0.31)  -0.382
H (-1.96, 3.75, 2.47)  0.243
H (-2.06, 4.95, 1.14)  0.291
H (-1.55, 3.18, 0.80)  0.177
H (0.26, 4.52, 2.84)  0.296
H (0.40, 5.26, 1.13)  0.245
H (0.38, 2.26, 0.91)  0.314
H (1.62, 3.49, 0.45)  0.450
H (2.24, 3.64, 3.05)  0.278
H (2.97, 2.41, 1.96)  0.297
H (1.98, 0.55, 3.08)  0.160
H (1.89, 1.74, 4.43)  0.309
H (-0.28, 1.03, 4.60)  0.642
H (-0.61, 2.39, 3.48)  0.108
H (0.00, -0.33, 2.22)  0.366
H (-1.12, 0.91, 1.58)  0.130
H (-2.12, 0.06, 4.23)  0.665
H (-3.04, 0.04, 2.69)  0.352
H (-0.23, -1.41, 4.54)  0.349
H (0.99, -4.94, 5.27)  0.322
H (0.87, -3.21, 5.96)  0.477
H (3.11, -2.03, 5.58)  0.365
H (4.99, -1.43, 3.88)  0.339
H (5.97, -3.27, 0.95)  0.301
H (5.87, -1.43, 1.35)  0.330
H (4.75, -2.19, 0.17)  0.316
H (3.16, -4.17, 0.77)  0.371
H (1.33, -4.73, 2.44)  0.088
H (0.31, -6.17, 3.81)  0.605
H (-1.00, -6.75, 2.73)  0.274
H (-0.99, -7.03, 6.85)  0.249
H (-1.47, -5.50, 6.59)  0.245
H (-1.92, -8.74, 5.37)  0.288
H (-0.30, -8.43, 5.21)  0.298
H (-3.18, -5.61, 5.29)  0.239
H (-3.47, -7.28, 5.32)  0.269
H (-4.10, -4.92, 1.36)  0.367
H (-3.39, -6.05, 2.57)  0.466
H (-1.20, -5.67, 0.83)  0.226
H (-2.29, -7.09, 0.83)  0.403
H (-3.76, -5.60, -1.02)  0.386
H (-2.11, -6.25, -1.51)  0.290
H (-1.27, -3.84, -0.28)  0.174
H (-2.94, -3.38, -0.92)  -0.402
H (-1.96, -2.88, -2.87)  0.274
H (-1.92, -4.67, -3.17)  0.415
H (0.62, -3.80, -1.64)  0.181
H (0.44, -4.41, -3.39)  0.208
H (0.28, -2.65, -3.06)  0.259
H (-4.47, -1.52, 2.36)  0.597
H (-4.57, -3.01, 1.36)  0.378
C (5.57, 5.50, 2.06)  -0.386
C (6.35, 5.91, 3.13)  -0.413
C (5.86, 6.84, 4.03)  -0.360
C (4.57, 7.35, 3.87)  -0.450
C (3.79, 6.93, 2.81)  -0.314
C (4.29, 6.01, 1.90)  -0.328
H (5.96, 4.77, 1.35)  0.379
H (7.35, 5.51, 3.25)  0.365
H (6.47, 7.17, 4.86)  0.363
H (4.18, 8.07, 4.58)  0.364
H (2.78, 7.33, 2.68)  0.387
H (3.67, 5.68, 1.06)  0.388
C (-1.62, 8.62, 0.36)  -0.378
C (-2.54, 7.83, -0.31)  -0.284
C (-3.81, 8.33, -0.59)  -0.488
C (-4.15, 9.62, -0.20)  -0.460
C (-3.22, 10.41, 0.46)  -0.337
C (-1.95, 9.91, 0.75)  -0.475
H (-0.63, 8.23, 0.58)  0.403
H (-2.28, 6.83, -0.62)  0.422
H (-4.54, 7.71, -1.11)  0.361
H (-5.13, 10.02, -0.43)  0.431
H (-3.48, 11.42, 0.76)  0.460
H (-1.23, 10.53, 1.27)  0.372
C (0.31, -8.04, -5.40)  -0.497
C (1.09, -8.37, -6.50)  -0.398
C (1.27, -7.46, -7.53)  -0.518
C (0.67, -6.21, -7.47)  -0.473
C (-0.11, -5.87, -6.37)  -0.426
C (-0.29, -6.79, -5.33)  -0.108
H (0.17, -8.75, -4.60)  0.368
H (1.56, -9.35, -6.55)  0.382
H (1.87, -7.73, -8.39)  0.530
H (0.81, -5.50, -8.27)  0.421
H (-0.58, -4.89, -6.31)  0.370
H (-0.91, -6.52, -4.48)  0.339
C (-4.74, 15.60, -2.57)  -0.427
C (-5.78, 14.69, -2.67)  -0.344
C (-5.57, 13.35, -2.40)  -0.456
C (-4.30, 12.91, -2.01)  -0.167
C (-3.26, 13.82, -1.90)  -0.549
C (-3.47, 15.16, -2.19)  -0.333
H (-4.91, 16.65, -2.79)  0.355
H (-6.77, 15.03, -2.97)  0.360
H (-6.38, 12.64, -2.49)  0.358
H (-4.13, 11.86, -1.79)  0.448
H (-2.27, 13.48, -1.60)  0.376
H (-2.66, 15.87, -2.11)  0.357
C (4.84, -5.39, -11.57)  -0.355
C (4.69, -6.71, -11.16)  -0.422
C (4.35, -7.00, -9.85)  -0.385
C (4.15, -5.97, -8.94)  -0.368
C (4.30, -4.65, -9.34)  -0.447
C (4.65, -4.36, -10.65)  -0.380
H (5.11, -5.16, -12.59)  0.359
H (4.84, -7.51, -11.88)  0.359
H (4.24, -8.04, -9.54)  0.402
H (3.88, -6.20, -7.91)  0.529
H (4.14, -3.85, -8.63)  0.364
H (4.77, -3.33, -10.96)  0.359